Record 1
The following is a DFT calculation (wB97M-V/def2-TZVPD) of C33H50Cl2IrP2 as an isolated structure at a distorted geometry.

Last column: Mulliken spin population.
CARTESIAN COORDINATES (ANGSTROEM)
1 Ir -0.494 0.880 2.201  1.88
2 Cl -1.518 -1.163 2.005  0.33
3 Cl 0.374 2.554 0.891  0.32
4 P -2.074 1.619 4.067  1.01
5 P 0.063 -0.323 -2.162  0.00
6 C 2.432 -0.463 -3.916  0.00
7 C -0.830 1.816 -3.774  0.00
8 C 4.267 -1.208 3.892  0.20
9 C -2.613 3.438 6.250  0.02
10 C 0.529 0.841 3.723  0.81
11 C 0.882 -2.933 -1.444  0.00
12 C 3.315 -1.586 2.941  -0.11
13 C -1.929 -0.114 4.735  0.13
14 C -0.917 0.285 -3.639  0.00
15 C -2.389 -0.142 -3.482  0.00
16 C 3.770 0.213 -4.255  0.00
17 C -0.100 -2.187 -2.366  0.00
18 C -4.171 1.611 5.932  0.02
19 C 1.809 0.157 -2.656  -0.01
20 C -0.075 -2.805 -3.775  0.00
21 C 0.539 -5.056 -2.782  0.00
22 C -3.159 1.893 -4.777  0.00
23 C -3.049 2.332 5.471  0.02
24 C -1.698 2.332 -4.932  0.00
25 C -4.392 3.070 7.854  0.03
26 C 4.128 0.716 -1.799  0.00
27 C 1.783 0.108 3.779  -0.11
28 C 0.551 -4.431 -1.380  0.00
29 C -4.823 1.968 7.118  -0.01
30 C -3.257 0.369 -4.640  0.00
31 C -2.186 3.331 3.408  0.09
32 C 2.785 0.048 -1.468  0.00
33 C 4.747 0.127 -3.074  0.00
34 C 3.978 -0.182 4.796  -0.09
35 C 2.748 0.465 4.744  0.21
36 C 2.086 -0.941 2.884  0.23
37 C -0.418 -4.302 -3.714  0.00
38 C -3.296 3.811 7.414  -0.01
39 H -1.448 -4.418 -3.346  0.00
40 H -0.782 -2.293 -4.437  0.00
41 H -1.109 -0.756 4.397  -0.03
42 H -1.423 3.983 3.875  0.03
43 H 2.337 0.506 -0.578  0.00
44 H 2.610 -1.532 -3.742  0.00
45 H -0.437 -4.560 -0.917  0.00
46 H 5.225 -1.717 3.935  0.01
47 H 0.311 1.443 4.610  0.00
48 H -1.107 -2.364 -1.956  0.00
49 H -0.519 -0.164 -4.561  0.00
50 H -5.650 1.371 7.483  0.00
51 H -4.300 0.065 -4.486  0.00
52 H 5.683 0.643 -3.317  0.00
53 H -1.765 -0.045 5.830  0.02
54 H -1.732 4.006 5.995  0.00
55 H -4.509 0.725 5.415  0.00
56 H 1.275 -4.950 -0.739  0.00
57 H -2.883 -0.653 4.571  0.03
58 H -2.954 4.657 7.997  0.00
59 H -2.467 -1.233 -3.415  0.00
60 H 3.586 1.269 -4.498  0.00
61 H -4.892 3.337 8.777  0.00
62 H 0.865 -2.494 -0.439  0.00
63 H 4.210 -0.248 -5.148  0.00
64 H -3.203 3.783 3.465  0.00
65 H 2.960 -1.008 -1.227  0.00
66 H 1.554 -5.017 -3.202  0.00
67 H -0.389 -4.735 -4.721  0.00
68 H -1.162 2.276 -2.832  0.00
69 H 3.531 -2.395 2.249  0.00
70 H 3.965 1.794 -1.942  0.00
71 H 4.712 0.109 5.542  0.00
72 H 1.688 1.235 -2.848  0.00
73 H -1.631 3.425 -4.988  0.00
74 H -2.922 -0.102 -5.576  0.00
75 H 1.903 -2.811 -1.830  0.00
76 H 2.521 1.266 5.444  0.00
77 H -3.584 2.363 -3.879  0.00
78 H -1.301 1.939 -5.879  0.00
79 H 0.919 -2.682 -4.219  0.00
80 H 0.208 2.130 -3.931  0.00
81 H 4.821 0.608 -0.955  0.00
82 H -2.770 0.260 -2.532  0.00
83 H 1.332 -1.266 2.170  0.00
84 H -1.923 3.295 2.336  -0.01
85 H 5.002 -0.928 -2.896  0.00
86 H 0.260 -6.115 -2.724  0.00
87 H -3.754 2.240 -5.630  0.00
88 H 1.744 -0.387 -4.767  0.00

2S+1 = 6
DFT total energy = -2994.62495 Eh
<S²> = 8.796
relative energy (zero: lowest compared OMol25 entry of this formula, charge and spin) = 2.055 eV
LUMO (spin up / spin down) = -0.633 / -2.881 eV
largest force on an atom = 7.3 eV/A
HOMO energy (spin up / spin down) = -6.68 / -7.87 eV
HOMO-LUMO gap (spin up / spin down) = 6.042 / 4.992 eV

Record 2
The following is a DFT calculation (wB97M-V/def2-TZVPD) of a single C3H10N2O molecule at a distorted geometry.

Last column: Löwdin charge in e.
CARTESIAN COORDINATES (ANGSTROEM)
1 O -1.927 -0.376 0.091  -0.26
2 N -1.775 -1.741 0.387  -0.04
3 N 0.610 0.665 1.028  -0.06
4 C 1.309 0.000 -1.278  -0.09
5 C 1.305 1.063 -0.181  -0.30
6 C -0.883 0.545 0.927  -0.12
7 H -1.255 1.502 0.566  0.10
8 H 0.991 -0.219 1.363  0.10
9 H 0.289 -0.207 -1.591  0.06
10 H 2.331 1.305 0.112  0.11
11 H -1.217 0.354 1.946  0.10
12 H 1.751 -0.926 -0.909  0.07
13 H -1.564 -2.210 -0.491  0.07
14 H 0.834 1.977 -0.551  0.11
15 H 1.882 0.338 -2.136  0.07
16 H -2.680 -2.068 0.717  0.07

2S+1 = 1
DFT total energy = -304.95187 Eh
relative energy (zero: lowest compared OMol25 entry of this formula, charge and spin) = 3.341 eV
LUMO = 1.111 eV
largest force on an atom = 3.1 eV/A
HOMO energy = -8.94 eV
HOMO-LUMO gap = 10.054 eV

Record 3
The following is a DFT calculation (wB97M-V/def2-TZVPD) of a single C3H9NO2 molecule at a distorted geometry.

Last column: Löwdin charge in e.
CARTESIAN COORDINATES (ANGSTROEM)
1 O 0.994 -1.809 1.154  -0.07
2 O -0.715 1.609 -1.698  -0.09
3 N -0.198 -0.897 -1.152  0.04
4 C -0.414 1.455 -0.309  -0.22
5 C 0.683 -0.420 1.069  -0.23
6 C -0.419 -0.057 0.074  -0.34
7 H -1.155 0.789 -1.960  0.07
8 H 0.519 -0.034 2.080  0.13
9 H 0.681 -0.514 -1.498  0.09
10 H 0.434 -2.157 1.850  0.09
11 H -1.139 2.051 0.256  0.11
12 H 1.584 0.059 0.679  0.12
13 H 0.051 -1.822 -0.821  0.06
14 H 0.559 1.907 -0.107  0.11
15 H -1.464 -0.158 0.383  0.14

2S+1 = 1
DFT total energy = -324.90675 Eh
relative energy (zero: lowest compared OMol25 entry of this formula, charge and spin) = 1.792 eV
LUMO = 0.712 eV
largest force on an atom = 1.4 eV/A
HOMO energy = -9.98 eV
HOMO-LUMO gap = 10.688 eV

Record 4
The following is a DFT calculation (wB97M-V/def2-TZVPD) of C5H11P as an isolated structure at a distorted geometry.

Last column: Löwdin charge in e.
CARTESIAN COORDINATES (ANGSTROEM)
1 P -0.985 0.059 -0.588  0.84
2 C 0.528 1.832 1.596  0.01
3 C 0.011 0.081 0.871  -0.45
4 C -1.043 -1.755 -0.938  -0.29
5 C 0.178 0.789 -1.918  -0.30
6 C 0.413 -0.884 1.653  -0.07
7 H 1.508 2.084 1.244  0.02
8 H -0.730 -1.870 -1.996  0.04
9 H 0.374 -1.890 1.468  0.01
10 H -0.401 0.719 -2.889  0.03
11 H -0.297 2.425 1.211  0.02
12 H 0.737 -0.804 2.656  0.04
13 H -2.068 -2.139 -0.790  0.04
14 H -0.319 -2.237 -0.381  -0.02
15 H 0.586 1.532 2.638  0.02
16 H 1.131 0.204 -2.024  0.04
17 H 0.377 1.855 -1.814  0.01

2S+1 = 1
DFT total energy = -538.35579 Eh
relative energy (zero: lowest compared OMol25 entry of this formula, charge and spin) = 1.915 eV
LUMO = 1.073 eV
largest force on an atom = 4.9 eV/A
HOMO energy = -8.21 eV
HOMO-LUMO gap = 9.284 eV

Record 5
The following is a DFT calculation (wB97M-V/def2-TZVPD) of C40H32Cl3N6OP2Se2SiV as an isolated structure at a distorted geometry.

Last column: Mulliken spin population.
CARTESIAN COORDINATES (ANGSTROEM)
1 Se 3.772 1.947 -3.318  0.00
2 Se -2.300 -1.552 -1.523  0.00
3 V -2.394 2.025 -0.116  2.47
4 Cl -2.015 4.193 3.191  0.00
5 Cl -4.798 4.468 1.472  0.00
6 Cl -2.075 5.893 0.359  0.00
7 P -0.255 -1.276 -1.112  0.04
8 P 3.216 1.087 -1.473  0.00
9 Si -2.716 4.057 1.202  -0.09
10 O -1.762 0.961 1.558  -0.03
11 N -0.763 1.353 -1.088  0.06
12 N -0.265 2.580 -1.144  0.02
13 N -3.617 2.683 -1.602  -0.01
14 N 1.037 2.531 -1.192  0.00
15 N -3.969 1.108 0.374  -0.05
16 N -3.958 0.241 1.461  0.00
17 C -0.015 -3.358 0.685  0.00
18 C -4.868 2.148 -1.482  0.19
19 C 0.222 -1.999 0.472  0.00
20 C -5.883 2.523 -2.370  0.02
21 C 0.734 -1.223 1.503  0.00
22 C 4.382 -1.274 -2.366  0.00
23 C 0.899 -3.176 2.896  0.00
24 C 3.769 -0.635 -1.295  0.00
25 C 4.894 -3.156 -0.956  0.00
26 C -3.088 -1.844 3.312  0.00
27 C 1.942 -3.794 -3.489  0.00
28 C 4.013 1.905 -0.045  0.00
29 C 3.737 -1.261 -0.052  0.00
30 C 0.337 -3.947 1.885  0.00
31 C -2.553 -0.566 3.203  -0.01
32 C 4.949 -2.528 -2.191  0.00
33 C 5.921 2.104 1.421  0.00
34 C 1.420 1.233 -1.186  0.02
35 C 5.240 1.432 0.417  0.00
36 C -1.845 -0.020 4.268  0.00
37 C -2.227 -2.014 5.554  0.00
38 C 4.277 -2.524 0.117  0.00
39 C 1.076 -1.815 2.711  0.00
40 C 3.493 3.081 0.495  0.00
41 C -3.377 3.587 -2.564  0.06
42 C 0.879 -1.237 -3.615  0.00
43 C -5.045 1.227 -0.381  0.18
44 C 5.388 3.261 1.969  0.00
45 C -2.916 -2.569 4.483  0.00
46 C -4.340 4.002 -3.452  0.05
47 C 0.248 0.461 -1.098  0.02
48 C -5.621 3.452 -3.347  0.04
49 C 0.758 -1.981 -2.442  0.00
50 C 2.064 -3.052 -4.652  0.00
51 C 1.541 -1.766 -4.710  0.00
52 C 1.303 -3.257 -2.380  0.00
53 C -6.288 0.441 -0.148  -0.02
54 C -2.754 0.261 1.981  -0.01
55 C -1.692 -0.737 5.445  0.00
56 C 4.176 3.747 1.501  0.00
57 H 1.166 -3.633 3.840  0.00
58 H 0.454 -0.242 -3.674  0.00
59 H -1.155 -0.300 6.278  0.00
60 H 5.336 -4.136 -0.825  0.00
61 H 4.230 -3.002 1.087  0.00
62 H -1.434 0.977 4.162  0.00
63 H 2.360 -4.792 -3.432  0.00
64 H -0.505 -3.943 -0.085  0.00
65 H 5.919 3.786 2.753  0.00
66 H -4.099 4.739 -4.204  0.00
67 H 2.555 3.473 0.128  0.00
68 H 0.151 -5.001 2.045  0.00
69 H 1.243 -3.837 -1.469  0.00
70 H 6.870 1.720 1.772  0.00
71 H -7.180 1.037 -0.343  0.01
72 H 5.676 0.537 -0.008  0.00
73 H 1.468 -1.203 3.512  0.00
74 H 3.754 4.653 1.916  0.00
75 H -6.304 0.095 0.883  0.01
76 H -3.323 -3.569 4.561  0.00
77 H 0.838 -0.155 1.376  -0.01
78 H 5.437 -3.013 -3.026  0.00
79 H 3.311 -0.751 0.796  0.00
80 H -2.365 3.971 -2.595  0.00
81 H -3.632 -2.254 2.471  0.00
82 H 1.647 -1.171 -5.607  0.00
83 H -6.864 2.083 -2.271  0.01
84 H -6.321 -0.439 -0.798  0.02
85 H 2.573 -3.470 -5.512  0.00
86 H -6.406 3.760 -4.026  0.00
87 H 4.422 -0.770 -3.323  0.00
88 H -2.104 -2.578 6.470  0.00

2S+1 = 4
DFT total energy = -10047.26642 Eh
<S²> = 3.796
LUMO (spin up / spin down) = 2.217 / 1.960 eV
largest force on an atom = 1.5 eV/A
HOMO energy (spin up / spin down) = -3.99 / -5.58 eV
net charge = -1
HOMO-LUMO gap (spin up / spin down) = 6.205 / 7.536 eV

Record 6
The following is a DFT calculation (wB97M-V/def2-TZVPD) of a single C4H6ClNOS molecule at a distorted geometry.

Last column: Löwdin charge in e.
CARTESIAN COORDINATES (ANGSTROEM)
1 Cl -3.188 0.208 -0.090  0.64
2 S 0.863 -1.156 -0.868  0.87
3 O 0.840 3.018 0.019  0.03
4 N -0.455 1.285 -0.458  0.03
5 C 1.246 -1.367 0.868  -0.39
6 C 0.710 1.954 -0.547  -0.38
7 C -0.605 -0.165 -0.668  -0.64
8 C -1.784 -0.728 -0.467  -0.58
9 H -1.085 1.694 0.235  0.12
10 H 1.520 1.384 -1.018  0.10
11 H 2.118 -0.776 1.170  0.04
12 H 0.412 -1.109 1.504  0.04
13 H 1.384 -2.479 0.988  0.05
14 H -1.977 -1.763 -0.668  0.06

2S+1 = 1
DFT total energy = -1144.36683 Eh
relative energy (zero: lowest compared OMol25 entry of this formula, charge and spin) = 1.131 eV
LUMO = 0.571 eV
largest force on an atom = 2.7 eV/A
HOMO energy = -9.29 eV
HOMO-LUMO gap = 9.859 eV